Computed, not measured: a molecular structure, C15H61BeN30O16 at a distorted geometry, with the ωB97M-V functional and the def2-TZVPD basis.

Summary:
HOMO-LUMO gap in eV: 7.4191
Energy relative to the best compared isomer or geometry (same formula, charge and spin) in eV: 0.000
E_HOMO in eV: -10.0
Molar mass in g mol⁻¹: 926.86
Spin multiplicity: 1
Energy in Eh: -3469.537513
Net charge: +1
Largest force on an atom in eV Å⁻¹: 9.12

Last column: Löwdin charge in e.
Atoms and positions in Å:
Be -11.87 -5.52 22.00  0.973
O -10.95 -6.67 23.88  -0.351
H -10.06 -6.35 23.62  -0.061
C -10.47 -2.33 23.55  -0.727
O -10.76 -3.44 23.07  -0.008
N -9.38 -1.87 24.09  0.198
N -11.43 -1.46 23.64  0.170
H -8.63 -2.54 24.18  0.059
H -9.31 -0.96 24.53  0.131
H -11.48 -0.86 24.45  0.120
H -12.29 -1.91 23.38  0.107
C -12.37 -6.38 18.29  -0.799
O -12.87 -5.98 19.32  0.017
N -12.97 -6.66 17.18  0.163
N -11.14 -6.55 18.02  0.196
H -12.52 -7.40 16.66  0.123
H -13.93 -6.36 17.08  0.126
H -10.73 -6.88 17.16  0.140
H -10.54 -6.45 18.83  0.100
C -8.72 -5.06 26.75  -0.774
O -8.60 -4.06 27.43  0.019
N -8.53 -6.28 27.23  0.194
N -9.28 -4.87 25.61  0.189
H -8.84 -7.12 26.75  0.070
H -7.90 -6.31 28.02  0.119
H -9.67 -3.94 25.55  0.102
H -9.68 -5.63 25.08  0.051
C -14.59 -3.61 20.93  -0.668
O -13.37 -3.72 21.24  -0.018
N -15.20 -4.23 19.99  0.185
N -15.35 -2.56 21.12  0.150
H -16.17 -3.97 19.89  0.127
H -14.78 -4.93 19.39  0.094
H -15.05 -1.90 21.81  0.118
H -15.81 -2.08 20.36  0.126
C -6.06 -11.03 21.39  -0.824
O -4.94 -10.68 21.77  0.031
N -6.44 -12.16 20.88  0.166
N -7.05 -10.28 21.46  0.170
H -5.76 -12.89 20.75  0.127
H -7.26 -12.12 20.28  0.109
H -7.95 -10.69 21.28  0.100
H -6.97 -9.33 21.78  0.056
C -10.57 -8.57 20.93  -0.766
O -10.85 -7.40 20.78  0.011
N -10.30 -9.13 22.00  0.221
N -10.66 -9.47 19.97  0.198
H -10.62 -8.51 22.74  0.079
H -10.19 -10.13 22.04  0.141
H -11.16 -9.22 19.14  0.107
H -10.30 -10.41 20.07  0.113
C -13.82 -4.60 25.01  -0.800
O -13.91 -4.76 23.84  0.058
N -14.68 -4.05 25.85  0.173
N -12.92 -5.24 25.65  0.184
H -14.69 -4.14 26.86  0.116
H -15.44 -3.51 25.47  0.113
H -12.28 -5.82 25.13  0.057
H -12.82 -5.14 26.65  0.123
C -13.95 -8.31 22.68  -0.761
O -13.59 -7.44 21.93  0.028
N -15.08 -8.90 22.66  0.210
N -13.30 -8.60 23.78  0.197
H -15.40 -9.23 23.56  0.135
H -15.69 -8.65 21.90  0.130
H -12.40 -8.14 23.84  0.043
H -13.61 -9.02 24.64  0.126
C -7.58 -6.58 22.62  -0.814
O -7.44 -7.67 22.10  -0.008
N -8.33 -5.71 22.10  0.205
N -6.95 -6.21 23.69  0.229
H -8.51 -4.82 22.54  0.090
H -8.97 -6.05 21.39  0.083
H -7.05 -5.24 23.95  0.066
H -6.28 -6.83 24.14  0.120
C -5.79 -5.73 18.97  -0.786
O -6.42 -4.72 18.71  0.010
N -6.40 -6.76 19.44  0.186
N -4.49 -5.83 19.02  0.180
H -5.84 -7.47 19.90  0.111
H -7.31 -6.82 19.89  0.091
H -3.93 -5.03 18.78  0.123
H -4.14 -6.77 18.92  0.121
C -14.40 -9.72 19.14  -0.793
O -14.45 -10.74 19.80  0.037
N -14.54 -9.72 17.82  0.156
N -14.39 -8.52 19.58  0.186
H -14.38 -8.84 17.36  0.072
H -14.38 -10.60 17.35  0.118
H -14.62 -7.72 19.00  0.098
H -14.28 -8.36 20.57  0.048
C -10.13 -3.68 19.44  -0.742
O -10.29 -4.32 20.44  0.019
N -8.92 -3.37 19.03  0.198
N -11.09 -3.16 18.69  0.196
H -8.12 -3.76 19.51  0.079
H -8.93 -2.65 18.32  0.117
H -11.99 -3.44 19.03  0.100
H -10.84 -2.57 17.91  0.119
C -9.84 -9.32 25.70  -0.834
O -9.58 -10.40 26.20  0.045
N -9.07 -8.86 24.73  0.170
N -10.82 -8.60 25.96  0.200
H -9.11 -7.94 24.33  0.070
H -8.47 -9.56 24.32  0.088
H -11.34 -8.78 26.80  0.144
H -11.08 -7.78 25.42  0.056
C -5.69 -9.42 25.65  -0.801
O -4.49 -9.32 25.97  -0.005
N -6.56 -9.51 26.59  0.195
N -6.06 -9.37 24.45  0.181
H -7.52 -9.45 26.28  0.053
H -6.28 -9.42 27.56  0.132
H -6.85 -9.97 24.26  0.095
H -5.36 -9.24 23.74  0.116
C -6.29 -2.99 22.84  -0.733
O -7.19 -3.45 23.55  -0.021
N -5.75 -1.82 22.95  0.191
N -5.90 -3.49 21.76  0.214
H -5.92 -1.27 23.77  0.135
H -4.93 -1.75 22.35  0.121
H -6.20 -4.38 21.41  0.109
H -5.34 -2.90 21.16  0.132